Computed, not measured: a cluster of 2 separate species, C4H10N2O2 in total in a non-equilibrium geometry, with ωB97M-V with the def2-TZVPD basis set.

Each line ends with the natural charge from an NBO analysis.
Positions of all 18 atoms, in Å:
N 0.6347 -0.5124 -1.9020  -0.802
H 1.1868 -2.0681 0.8757  0.261
H 2.0850 -2.9705 -0.3845  0.234
H -2.0345 0.5234 -0.8717  0.420
H 2.3851 -1.2199 -0.1510  0.192
C -1.1972 0.8645 0.8748  0.655
C 0.5184 -1.5551 -1.1556  0.652
H -1.2487 2.3791 2.4638  0.233
C -0.4934 1.8563 1.8533  -0.703
H -0.1834 -0.2653 -2.4643  0.407
C 1.6105 -2.0051 -0.1407  -0.698
H -1.4953 2.1973 -0.6550  0.396
O -0.6139 -2.0583 -1.0104  -0.640
N -1.6505 1.2603 -0.2749  -0.813
H 0.0491 2.6030 1.2493  0.198
H 1.5405 -0.0795 -2.0990  0.394
O -1.3177 -0.3115 1.2632  -0.629
H 0.2245 1.3619 2.5292  0.243

E   -11385.7044 eV
E_HOMO   -9.1 eV
Frontier orbital gap   0.3570 Ha
Lowest unoccupied orbital energy   0.57 eV
Maximum force   0.1298 Eh/bohr
ΔE to the lowest compared entry with this formula, charge and spin   1.1984 eV
SMILES string   CC(N)=O.CC(N)=O


Computed, not measured: an isolated molecule of C6H14 in a non-equilibrium geometry, with ωB97M-V with the def2-TZVPD basis set.

Each line ends with the natural charge from an NBO analysis.
Positions of all 20 atoms, in Å:
H 1.6462 -0.3927 2.0686  0.206
C -0.4677 -0.6271 -0.3990  -0.217
H 1.0314 2.0973 1.2213  0.209
H 0.1779 -1.4143 2.1278  0.206
H -1.2065 0.9044 -1.7499  0.200
C 0.5472 -0.3926 1.9777  -0.620
C 0.6894 -1.0532 -1.3250  -0.613
H 0.0388 0.2649 2.6765  0.213
H 1.5068 -1.5631 -0.7993  0.210
H 0.3125 -1.7508 -2.0850  0.211
H -0.8638 -1.5542 0.0439  0.194
H 1.6479 1.2742 -0.2211  0.204
H 0.1033 2.1492 -0.2912  0.207
H 1.1189 -0.2035 -1.8705  0.202
C 0.7363 1.5190 0.3384  -0.614
C -0.0789 0.3046 0.7699  -0.193
H -1.9666 -0.6781 -1.9724  0.207
C -1.5778 0.0171 -1.2223  -0.602
H -0.9932 0.7717 1.2823  0.185
H -2.4020 0.3274 -0.5706  0.207

E   -6448.7986 eV
E_HOMO   -10.7 eV
Frontier orbital gap   0.4346 Ha
Lowest unoccupied orbital energy   1.15 eV
Maximum force   0.0359 Eh/bohr
ΔE to the lowest compared entry with this formula, charge and spin   0.6103 eV
SMILES string   CC(C)C(C)C


Computed, not measured: a cluster of 2 separate species, C4H9BrCl2Si in total in a non-equilibrium geometry, with ωB97M-V with the def2-TZVPD basis set.

Each line ends with the natural charge from an NBO analysis.
Positions of all 17 atoms, in Å:
H 2.0294 0.5624 1.5237  0.226
H 0.2699 2.1120 -1.9546  0.264
C 1.0088 0.8228 1.4286  -1.082
H -1.0174 0.8738 -2.3059  0.267
H 0.5276 0.4306 2.3129  0.254
Cl -1.2131 -1.3507 2.5511  -0.018
H 1.5526 -2.0083 0.0052  0.262
Cl -3.1054 0.0480 0.8517  -0.074
H 2.3397 -0.9229 -0.9580  0.235
C -1.7350 -1.1093 0.9029  -0.488
Br 0.5074 -2.1701 -2.3021  0.016
H 1.0786 1.9830 1.3760  0.228
C 1.3323 -1.2557 -0.8254  -0.941
Si 0.1249 0.2185 -0.3038  1.565
C -0.5581 1.4636 -1.4909  -1.191
H -1.1864 2.2593 -1.1512  0.278
H -1.9557 -1.9570 0.3398  0.197

E   -107257.2419 eV
E_HOMO   -8.5 eV
Frontier orbital gap   0.3312 Ha
Lowest unoccupied orbital energy   0.56 eV
Maximum force   0.1003 Eh/bohr
ΔE to the lowest compared entry with this formula, charge and spin   1.9795 eV